# 1
{"formula": "C45H117N8O18", "method": "ωB97M-V with the def2-TZVPD basis set", "max_force_ev_per_a": 2.92, "homo_ev": -12.14, "charge": 3, "symbols": ["C", "C", "C", "O", "C", "N", "H", "H", "H", "H", "H", "H", "H", "H", "H", "H", "H", "H", "C", "C", "C", "O", "C", "N", "H", "H", "H", "H", "H", "H", "H", "H", "H", "H", "H", "H", "C", "C", "C", "O", "C", "N", "H", "H", "H", "H", "H", "H", "H", "H", "H", "H", "H", "H", "C", "C", "C", "O", "C", "N", "H", "H", "H", "H", "H", "H", "H", "H", "H", "H", "H", "H", "C", "C", "C", "O", "C", "N", "H", "H", "H", "H", "H", "H", "H", "H", "H", "H", "H", "H", "C", "N", "C", "C", "C", "C", "O", "H", "H", "H", "H", "H", "H", "H", "H", "H", "H", "H", "H", "H", "H", "C", "N", "C", "C", "C", "C", "O", "H", "H", "H", "H", "H", "H", "H", "H", "H", "H", "H", "H", "H", "H", "C", "N", "C", "C", "C", "C", "O", "H", "H", "H", "H", "H", "H", "H", "H", "H", "H", "H", "H", "H", "H", "C", "C", "O", "O", "H", "H", "H", "C", "C", "O", "O", "H", "H", "H", "C", "C", "O", "O", "H", "H", "H", "C", "C", "O", "O", "H", "H", "H", "C", "C", "O", "O", "H", "H", "H"], "xyz": [[1.743, -2.544, -4.397], [1.605, -3.506, -3.245], [0.730, -4.618, -3.625], [0.916, -5.619, -2.642], [1.130, -6.963, -3.132], [2.886, -4.141, -2.799], [2.538, -5.000, -2.320], [3.439, -4.347, -3.630], [3.494, -3.460, -2.191], [2.273, -3.006, -5.218], [2.186, -1.568, -4.264], [0.728, -2.256, -4.668], [1.191, -3.059, -2.367], [0.987, -4.991, -4.597], [-0.276, -4.238, -3.577], [0.195, -7.249, -3.567], [1.303, -7.558, -2.245], [2.010, -7.062, -3.748], [3.333, -3.413, 4.080], [4.034, -2.625, 2.959], [4.132, -1.174, 3.334], [4.531, -0.292, 2.358], [5.847, 0.315, 2.477], [5.296, -3.130, 2.455], [6.091, -2.779, 2.964], [5.337, -4.169, 2.423], [5.512, -2.096, 0.549], [3.319, -4.502, 3.887], [2.310, -3.053, 4.149], [3.872, -3.331, 5.021], [3.275, -2.689, 2.190], [4.864, -1.069, 4.125], [3.160, -0.844, 3.730], [5.791, 1.151, 1.788], [6.665, -0.380, 2.267], [5.868, 0.773, 3.483], [0.636, -0.670, 5.787], [-0.350, 0.190, 6.551], [-1.794, -0.164, 6.335], [-1.961, -1.575, 6.799], [-3.296, -1.966, 6.448], [-0.001, 0.068, 8.078], [-0.652, 0.480, 8.739], [0.098, -0.894, 8.417], [0.905, 0.531, 8.212], [1.655, -0.322, 5.788], [0.226, -0.717, 4.778], [0.534, -1.711, 6.059], [-0.230, 1.224, 6.296], [-2.034, -0.033, 5.272], [-2.429, 0.457, 6.951], [-3.517, -1.735, 5.385], [-3.944, -1.418, 7.118], [-3.390, -3.025, 6.626], [-5.502, 2.766, -0.276], [-5.036, 1.605, -1.181], [-5.219, 1.921, -2.637], [-6.408, 2.448, -3.007], [-7.518, 1.609, -3.136], [-3.570, 1.367, -0.967], [-3.233, 0.582, -1.547], [-2.975, 2.213, -1.179], [-3.324, 0.998, -0.040], [-6.404, 3.166, -0.755], [-4.765, 3.581, -0.406], [-5.661, 2.568, 0.750], [-5.614, 0.695, -0.976], [-4.892, 1.048, -3.232], [-4.500, 2.706, -2.939], [-7.974, 1.394, -2.178], [-7.218, 0.750, -3.723], [-8.320, 2.090, -3.678], [2.605, 5.785, 0.313], [2.933, 5.447, -1.136], [2.064, 6.163, -2.093], [2.417, 5.896, -3.443], [1.796, 6.774, -4.371], [4.402, 5.864, -1.385], [4.542, 6.857, -1.569], [4.941, 5.568, -0.566], [4.820, 5.456, -2.217], [3.129, 5.154, 1.040], [1.540, 5.665, 0.444], [2.802, 6.826, 0.537], [2.994, 4.364, -1.323], [2.105, 7.259, -1.936], [1.001, 5.876, -1.954], [2.145, 7.793, -4.182], [0.715, 6.762, -4.291], [2.086, 6.359, -5.351], [0.604, 0.948, 1.296], [1.371, 0.328, 0.130], [0.457, 0.504, -1.111], [2.647, 1.135, 0.016], [1.687, -1.071, 0.364], [0.474, -1.977, 0.753], [0.234, -1.881, 2.129], [0.714, 2.038, 1.281], [1.028, 0.602, 2.233], [-0.452, 0.707, 1.244], [0.821, -0.138, -1.907], [0.499, 1.575, -1.337], [-0.569, 0.296, -0.871], [3.280, 0.761, -0.782], [3.174, 1.187, 0.949], [2.418, 2.188, -0.114], [2.452, -1.152, 1.122], [2.067, -1.414, -0.613], [0.802, -3.001, 0.648], [-0.386, -1.933, 0.046], [-0.518, -1.267, 2.460], [-1.265, -3.677, 3.867], [-2.291, -4.172, 2.865], [-3.224, -5.116, 3.592], [-2.982, -2.796, 2.425], [-1.653, -4.838, 1.655], [-2.574, -5.574, 0.745], [-3.000, -6.793, 1.332], [-1.805, -3.014, 4.537], [-0.427, -3.200, 3.336], [-0.970, -4.597, 4.373], [-2.698, -6.041, 3.941], [-4.036, -5.361, 2.901], [-3.574, -4.496, 4.434], [-3.875, -3.088, 1.930], [-2.263, -2.259, 1.788], [-3.129, -2.287, 3.350], [-0.925, -5.551, 2.067], [-1.169, -4.017, 1.096], [-1.967, -5.790, -0.125], [-3.464, -4.982, 0.531], [-3.646, -7.092, 0.710], [-2.501, 3.195, -5.173], [-1.139, 2.649, -5.323], [-0.207, 3.685, -4.761], [-0.902, 1.440, -4.539], [-0.895, 2.511, -6.847], [-1.216, 1.140, -7.405], [-0.099, 0.273, -7.022], [-2.614, 4.229, -5.482], [-2.676, 3.215, -4.103], [-3.184, 2.545, -5.708], [-0.337, 4.661, -5.266], [0.776, 3.302, -4.935], [-0.364, 3.774, -3.692], [0.143, 1.143, -4.704], [-1.580, 0.641, -4.806], [-1.080, 1.741, -3.533], [0.153, 2.709, -6.962], [-1.418, 3.362, -7.242], [-1.392, 1.166, -8.499], [-2.136, 0.641, -6.987], [-0.053, -0.443, -7.661], [1.609, 3.121, 3.853], [2.920, 2.796, 3.301], [3.101, 2.970, 2.073], [3.753, 2.223, 3.989], [1.538, 2.662, 4.865], [0.771, 2.793, 3.216], [1.465, 4.210, 3.991], [5.585, -1.330, -2.538], [5.187, -1.980, -1.263], [5.864, -1.567, -0.231], [4.253, -2.797, -1.176], [6.671, -1.123, -2.563], [5.109, -0.310, -2.520], [5.173, -1.827, -3.411], [-1.621, 4.529, -0.082], [-0.887, 3.799, -1.266], [-1.717, 3.140, -1.982], [0.337, 3.880, -1.392], [-0.893, 4.830, 0.672], [-2.426, 3.879, 0.263], [-2.051, 5.426, -0.560], [-2.546, -2.392, -1.306], [-1.558, -1.520, -2.041], [-1.958, -0.344, -2.382], [-0.423, -1.980, -2.309], [-3.082, -1.884, -0.520], [-2.055, -3.272, -0.931], [-3.277, -2.694, -2.071], [-3.578, 1.215, 2.876], [-2.495, 0.258, 2.402], [-2.234, 0.279, 1.173], [-1.801, -0.291, 3.285], [-3.322, 2.245, 2.596], [-3.698, 1.091, 3.959], [-4.533, 1.090, 2.340]]}

***

# 2
{"formula": "C2H7N6O3", "method": "ωB97M-V with the def2-TZVPD basis set", "max_force_ev_per_a": 6.20, "homo_ev": [-12.01, -12.00], "charge": 1, "symbols": ["C", "C", "N", "N", "N", "N", "N", "N", "O", "O", "O", "H", "H", "H", "H", "H", "H", "H"], "xyz": [[-0.942, -1.025, -0.216], [-0.145, 1.099, -0.743], [-0.551, -0.436, 2.184], [-1.200, -2.251, -0.606], [0.791, 1.683, -1.438], [-0.805, 1.699, 0.245], [-0.462, -0.188, -1.170], [1.860, -0.541, 1.881], [1.312, 0.399, 1.303], [2.948, -0.947, 1.849], [0.157, -1.313, 2.531], [-1.828, -2.827, -0.022], [-1.156, -2.460, -1.596], [1.007, 2.703, -1.353], [0.968, 1.208, -2.303], [-0.659, 2.591, 0.743], [-1.182, 0.966, 0.845], [-0.113, -0.359, -2.135]]}

***

# 3
{"formula": "C5H8O", "method": "ωB97M-V with the def2-TZVPD basis set", "max_force_ev_per_a": 2.98, "homo_ev": -9.31, "charge": 0, "smiles": "O=C1CCCC1", "symbols": ["O", "C", "C", "C", "C", "C", "H", "H", "H", "H", "H", "H", "H", "H"], "xyz": [[-0.886, 2.448, -0.531], [-0.409, 1.398, -0.140], [-1.236, 0.197, 0.279], [-0.480, -1.035, -0.222], [0.956, -0.843, 0.167], [1.031, 1.014, -0.145], [-1.290, 0.209, 1.377], [-2.242, 0.280, -0.126], [-0.901, -1.965, 0.165], [-0.497, -1.059, -1.315], [1.704, -1.440, -0.369], [1.104, -1.090, 1.252], [1.583, 0.538, 0.644], [1.563, 1.349, -1.036]]}

***

# 4
{"formula": "C44H93BrI2N4O4S", "method": "ωB97M-V with the def2-TZVPD basis set", "max_force_ev_per_a": 8.62, "homo_ev": -8.10, "charge": 0, "symbols": ["C", "C", "C", "C", "C", "C", "C", "C", "C", "C", "C", "N", "C", "S", "C", "I", "C", "C", "I", "C", "C", "C", "C", "O", "O", "O", "C", "C", "C", "C", "Br", "O", "C", "C", "C", "H", "H", "H", "H", "H", "H", "H", "H", "H", "H", "H", "H", "H", "H", "H", "H", "H", "H", "H", "H", "H", "H", "H", "H", "H", "H", "H", "H", "H", "H", "H", "H", "H", "H", "H", "H", "H", "H", "H", "H", "H", "H", "H", "H", "H", "H", "H", "H", "C", "C", "N", "C", "C", "C", "C", "H", "H", "H", "H", "H", "H", "H", "H", "H", "H", "H", "H", "H", "H", "H", "C", "C", "N", "C", "C", "C", "C", "H", "H", "H", "H", "H", "H", "H", "H", "H", "H", "H", "H", "H", "H", "H", "C", "C", "N", "C", "C", "C", "C", "H", "H", "H", "H", "H", "H", "H", "H", "H", "H", "H", "H", "H", "H", "H"], "xyz": [[-0.561, -3.883, -7.902], [0.349, -4.925, -6.975], [-0.196, -4.919, -5.428], [-0.757, -6.365, -4.888], [-1.935, -6.217, -3.737], [-1.160, -5.619, -2.387], [-2.150, -5.442, -1.091], [-2.492, -3.849, -0.729], [-1.294, -3.098, 0.103], [-0.736, -1.732, -0.665], [0.528, -2.187, -1.667], [1.667, -1.284, -1.309], [3.042, -1.860, -1.549], [2.830, -2.710, -3.255], [3.251, -3.090, -0.507], [3.648, -5.132, -1.334], [3.165, -3.076, 0.974], [3.404, -4.452, 1.893], [2.668, -1.259, 2.051], [4.259, -0.713, -1.574], [4.500, -0.245, -3.154], [5.739, -1.357, -1.134], [6.305, -2.655, -1.835], [6.566, -2.960, -3.111], [6.789, -3.734, -0.898], [4.171, 0.319, -0.603], [3.510, 1.526, -0.626], [3.835, 2.671, -1.802], [2.719, 2.645, -3.031], [1.531, 3.805, -2.837], [3.544, 2.966, -4.853], [2.013, 1.574, -0.482], [1.603, 2.687, 0.381], [1.607, 2.373, 1.991], [0.225, 1.691, 2.567], [0.063, -2.886, -8.025], [-1.568, -3.640, -7.354], [-0.754, -4.428, -8.925], [0.201, -6.004, -7.410], [1.474, -4.545, -7.075], [0.706, -4.553, -4.746], [-1.080, -4.141, -5.276], [-1.110, -7.032, -5.807], [0.170, -6.937, -4.406], [-2.711, -5.446, -4.157], [-2.438, -7.271, -3.540], [-0.322, -6.415, -2.133], [-0.709, -4.579, -2.697], [-1.739, -5.990, -0.125], [-3.162, -6.000, -1.362], [-2.794, -3.228, -1.687], [-3.452, -3.887, -0.034], [-1.727, -2.758, 1.136], [-0.405, -3.855, 0.354], [-0.396, -0.936, 0.133], [-1.641, -1.293, -1.305], [0.081, -2.020, -2.762], [0.666, -3.327, -1.468], [1.601, -0.484, -2.009], [4.074, -2.973, -3.834], [4.403, -5.005, 1.638], [2.449, -5.148, 1.887], [3.514, -4.089, 3.025], [5.046, -1.022, -3.821], [3.509, 0.059, -3.705], [5.265, 0.670, -3.075], [5.661, -1.501, 0.049], [6.511, -0.457, -1.271], [7.477, -3.311, -0.272], [3.850, 2.128, 0.361], [3.722, 3.756, -1.315], [4.949, 2.627, -2.181], [2.120, 1.620, -3.089], [1.454, 4.523, -3.777], [0.464, 3.277, -2.742], [1.713, 4.408, -1.852], [2.187, 3.689, 0.225], [0.469, 2.927, 0.094], [2.594, 1.800, 2.289], [1.690, 3.435, 2.531], [0.364, 1.336, 3.680], [-0.142, 0.859, 1.832], [-0.588, 2.566, 2.573], [-2.804, -0.825, 3.425], [-3.674, -1.253, 4.603], [-5.109, -1.232, 4.312], [-5.950, -1.328, 5.509], [-5.869, -2.612, 6.326], [-5.554, -2.032, 3.169], [-5.227, -3.522, 3.177], [-3.117, 0.151, 3.037], [-1.760, -0.739, 3.745], [-2.837, -1.553, 2.608], [-3.468, -0.553, 5.419], [-3.346, -2.239, 4.950], [-6.997, -1.150, 5.234], [-5.691, -0.491, 6.171], [-6.367, -3.444, 5.823], [-6.379, -2.470, 7.284], [-4.837, -2.901, 6.548], [-5.124, -1.597, 2.259], [-6.636, -1.911, 3.036], [-4.183, -3.721, 3.437], [-5.392, -3.937, 2.176], [-5.868, -4.077, 3.862], [1.199, 4.477, 5.678], [1.515, 4.205, 7.146], [1.444, 2.788, 7.509], [1.429, 2.557, 8.957], [2.665, 2.968, 9.749], [2.290, 1.875, 6.738], [3.791, 2.149, 6.713], [0.235, 4.041, 5.394], [1.143, 5.556, 5.503], [1.972, 4.078, 5.014], [0.778, 4.760, 7.736], [2.492, 4.637, 7.387], [1.220, 1.498, 9.154], [0.567, 3.093, 9.375], [3.501, 2.287, 9.577], [2.442, 2.932, 10.821], [2.987, 3.988, 9.520], [1.931, 1.869, 5.703], [2.127, 0.846, 7.082], [4.022, 3.198, 6.506], [4.257, 1.555, 5.918], [4.273, 1.865, 7.649], [-2.375, 3.338, -4.005], [-2.368, 4.864, -3.991], [-2.276, 5.463, -5.325], [-1.949, 6.892, -5.302], [-2.960, 7.835, -4.661], [-3.309, 5.072, -6.286], [-4.765, 5.313, -5.900], [-1.516, 2.944, -4.560], [-2.315, 2.957, -2.980], [-3.292, 2.939, -4.449], [-1.496, 5.171, -3.404], [-3.248, 5.221, -3.446], [-1.744, 7.235, -6.324], [-0.994, 7.011, -4.773], [-3.840, 7.975, -5.292], [-2.506, 8.824, -4.529], [-3.283, 7.493, -3.674], [-3.189, 4.004, -6.501], [-3.116, 5.560, -7.250], [-4.993, 4.967, -4.888], [-5.420, 4.761, -6.584], [-5.038, 6.366, -5.978]]}

***

# 5
{"formula": "C30H43BrHfN2P2", "method": "ωB97M-V with the def2-TZVPD basis set", "max_force_ev_per_a": 4.13, "homo_ev": -19.71, "charge": 4, "symbols": ["C", "C", "C", "C", "N", "C", "C", "C", "C", "C", "C", "C", "C", "C", "Hf", "P", "H", "H", "H", "H", "H", "H", "H", "H", "C", "C", "H", "H", "H", "H", "H", "C", "C", "H", "H", "H", "H", "H", "C", "C", "H", "H", "H", "H", "H", "Br", "P", "C", "C", "H", "H", "H", "H", "H", "C", "C", "H", "H", "H", "H", "H", "C", "C", "H", "H", "H", "H", "H", "C", "C", "C", "N", "C", "C", "H", "H", "H", "H", "H"], "xyz": [[2.252, 3.967, -0.179], [1.302, 3.181, -0.848], [1.262, 3.187, -2.250], [2.227, 3.942, -2.929], [3.154, 4.644, -2.273], [3.170, 4.695, -0.940], [0.352, 2.456, -0.053], [-0.607, 2.536, 0.798], [-2.003, 2.543, 1.085], [-2.532, 1.294, 1.530], [-3.874, 1.146, 1.828], [-4.688, 2.192, 1.481], [-4.248, 3.439, 1.037], [-2.891, 3.618, 0.818], [-0.478, 0.195, 0.823], [1.962, -0.316, 0.110], [0.485, 2.667, -2.802], [2.247, 4.033, 0.906], [2.251, 3.966, -4.022], [3.924, 5.309, -0.450], [-2.521, 4.561, 0.405], [-2.008, 0.314, 1.878], [-4.982, 4.223, 0.877], [-4.200, 0.204, 2.266], [2.635, -2.008, 0.374], [3.817, -2.511, -0.454], [1.787, -2.690, 0.227], [2.894, -2.053, 1.439], [4.023, -3.552, -0.173], [3.632, -2.511, -1.531], [4.746, -1.963, -0.274], [2.264, -0.044, -1.690], [3.654, 0.398, -2.135], [1.538, 0.707, -2.024], [1.992, -0.980, -2.192], [3.662, 0.504, -3.228], [3.947, 1.373, -1.729], [4.442, -0.326, -1.897], [3.175, 0.782, 0.949], [4.638, 0.352, 1.034], [2.794, 0.920, 1.970], [3.091, 1.762, 0.468], [5.196, 1.102, 1.607], [4.776, -0.605, 1.547], [5.133, 0.286, 0.060], [-6.552, 1.777, 1.628], [-1.604, -1.424, -0.962], [-0.558, -2.356, -2.147], [-1.143, -3.637, -2.735], [0.379, -2.592, -1.623], [-0.283, -1.668, -2.954], [-0.389, -4.115, -3.372], [-1.425, -4.362, -1.963], [-2.020, -3.452, -3.368], [-2.685, -2.643, -0.117], [-4.010, -2.985, -0.790], [-2.886, -2.234, 0.884], [-2.090, -3.552, 0.043], [-4.582, -3.649, -0.131], [-4.629, -2.101, -0.974], [-3.876, -3.516, -1.740], [-2.687, -0.327, -1.962], [-3.113, -0.824, -3.344], [-2.137, 0.619, -2.080], [-3.566, -0.090, -1.349], [-3.707, -0.037, -3.826], [-2.260, -1.033, -3.999], [-3.745, -1.720, -3.302], [-0.466, -1.392, 5.555], [-0.609, -0.039, 5.254], [-0.451, 0.404, 3.949], [-0.231, -0.484, 2.919], [-0.069, -1.817, 3.215], [-0.175, -2.285, 4.521], [-0.579, -1.753, 6.580], [-0.850, 0.701, 6.022], [-0.509, 1.461, 3.665], [0.149, -2.463, 2.359], [-0.034, -3.350, 4.703]]}

***

Question: Number 2 is which compound?
Answer: C2H7N6O3